1.
The following is a DFT calculation (ωB97M-V/def2-TZVPD) of C19H18F2N4O3S2 in the gas phase.

The calculation puts the HOMO-LUMO gap at 8.234 eV. Its spin multiplicity is 1. For the HOMO energy, the calculation gives -8.51 eV. The SMILES is O=S(=O)(c1ccc(/N=C2/NN=C(c3cc(F)ccc3F)CS2)cc1)N1CCOCC1. As for the LUMO energy: -0.3 eV.

Geometry (Å):
S1 -5.122 -1.097 0.335
S2 1.601 0.000 0.517
F1 8.935 -1.151 -0.632
F2 4.912 2.301 0.491
O1 -4.682 3.207 -0.692
O2 -5.890 -1.759 -0.676
O3 -5.510 -1.230 1.708
N1 4.053 -1.647 -0.256
N2 2.869 -2.272 -0.164
N3 0.619 -2.391 -0.326
N4 -5.169 0.537 -0.020
C1 3.263 0.053 1.285
C2 -1.206 -1.662 1.095
C3 6.666 -0.811 -0.149
C4 -0.700 -2.045 -0.152
C5 8.206 1.053 -0.252
C6 5.604 0.042 0.162
C7 -1.575 -2.195 -1.233
C8 -4.961 2.843 0.641
C9 -5.330 2.346 -1.601
C10 7.933 -0.303 -0.346
C11 -2.555 -1.410 1.246
C12 7.163 1.910 0.039
C13 -4.890 0.895 -1.390
C14 1.632 -1.707 -0.003
C15 -4.510 1.408 0.924
C16 -3.400 -1.539 0.160
C17 -2.920 -1.930 -1.077
C18 4.276 -0.546 0.359
C19 5.890 1.406 0.241
H1 3.216 -0.541 2.203
H2 -6.419 2.414 -1.469
H3 -4.420 3.552 1.270
H4 -4.807 1.092 1.924
H5 7.318 2.975 0.109
H6 3.442 1.092 1.537
H7 -1.177 -2.508 -2.185
H8 -6.041 2.925 0.833
H9 -3.414 1.344 0.824
H10 -5.455 0.216 -2.028
H11 -0.537 -1.581 1.939
H12 -3.813 0.805 -1.611
H13 -2.972 -1.130 2.200
H14 -3.615 -2.043 -1.893
H15 2.855 -3.163 -0.649
H16 9.208 1.417 -0.409
H17 -5.056 2.694 -2.598
H18 6.484 -1.869 -0.231

Atom charges from the natural (NBO) analysis, given in e for atoms 1 to 4: 2.336, 0.248, -0.318, -0.328

=====

2.
The following is a DFT calculation (ωB97M-V/def2-TZVPD) of a molecular structure, C3H11NO2.

As for the relative energy (zero: lowest compared OMol25 entry of this formula, charge and spin): 119.0 kcal/mol. The calculation puts the HOMO-LUMO gap at 7.059 eV. Its spin multiplicity is 1. For the HOMO energy, the calculation gives -8.16 eV. As for the LUMO energy: -1.1 eV.

Geometry (Å):
O1 1.502 -0.615 1.197
O2 1.784 -0.560 -1.251
N1 0.139 1.577 -1.103
C1 -1.540 -0.159 -0.168
C2 -2.122 -0.638 1.236
C3 -0.427 0.860 0.004
H1 -2.923 0.124 1.700
H2 -1.323 -0.909 1.900
H3 2.247 -0.963 1.737
H4 -0.255 1.382 0.924
H5 1.778 -0.729 0.206
H6 -0.653 1.756 -1.813
H7 -2.669 -1.532 1.283
H8 -0.279 -0.330 -0.060
H9 -1.940 -0.621 -1.072
H10 0.823 0.928 -1.492
H11 2.464 -1.120 -1.590

Atom charges from the Löwdin analysis, given in e for atoms 1 to 4: -0.174, -0.389, 0.044, 0.030

=====

3.
The following is a DFT calculation (ωB97M-V/def2-TZVPD) of a molecular structure, C25H43BaGeN4O6S.

As for the relative energy (zero: lowest compared OMol25 entry of this formula, charge and spin): 0.0 kcal/mol. The calculation puts the HOMO-LUMO gap (alpha / beta) at 3.972 / 6.248 eV. Its spin multiplicity is 2. As for the expectation value of S²: 0.7681. For the HOMO energy (alpha / beta), the calculation gives 0.28 / -2.00 eV. As for the LUMO energy (alpha / beta): 4.3 / 4.2 eV. The total charge is -2.

Geometry (Å):
Ba1 0.648 -1.146 -0.382
Ge1 -3.158 2.256 1.490
S1 2.283 -4.447 -0.700
O1 3.205 -0.261 1.133
O2 -2.797 -0.577 2.773
O3 -1.283 -1.467 1.284
O4 4.207 0.644 2.951
O5 -0.436 -3.487 -1.281
O6 -0.287 -0.172 -2.505
N1 0.712 0.092 2.258
N2 3.089 -0.535 -2.241
N3 -0.378 -4.402 -0.351
N4 1.670 1.967 -0.806
C1 -1.017 0.626 -4.648
C2 -1.593 -5.702 1.237
C3 2.942 1.850 -1.505
C4 0.824 -4.985 -0.011
C5 0.756 -6.020 0.950
C6 4.416 -0.850 -1.758
C7 2.692 -1.435 -3.312
C8 1.840 0.466 2.946
C9 1.726 1.021 4.254
C10 -2.010 0.774 0.930
C11 -3.248 3.513 -0.035
C12 1.849 2.735 0.414
C13 -2.576 -0.577 -3.084
C14 -2.526 3.297 3.036
C15 0.656 2.603 -1.634
C16 -4.987 1.617 1.842
C17 -0.417 -6.383 1.562
C18 -1.529 -4.715 0.291
C19 0.483 1.101 4.824
C20 -1.121 -0.450 -3.553
C21 -0.473 0.159 2.833
C22 2.934 0.850 -2.655
C23 -1.621 -0.345 1.924
C24 3.057 0.241 2.270
C25 -0.656 0.644 4.129
H1 3.733 1.126 -3.372
H2 -2.351 -4.086 -0.016
H3 -2.887 0.369 -2.629
H4 -2.529 0.277 0.103
H5 -2.635 -1.357 -2.322
H6 4.443 -1.895 -1.444
H7 -2.808 -1.542 2.786
H8 -1.641 0.646 4.571
H9 1.654 -1.226 -3.577
H10 -4.972 1.001 2.740
H11 -5.307 0.986 1.010
H12 1.692 -6.498 1.203
H13 -2.275 3.975 -0.213
H14 2.111 3.788 0.193
H15 4.911 0.368 2.354
H16 4.658 -0.249 -0.885
H17 3.245 2.842 -1.898
H18 3.686 1.551 -0.765
H19 -2.661 2.731 3.956
H20 2.757 -2.468 -2.966
H21 5.184 -0.695 -2.542
H22 -0.859 -1.419 -4.036
H23 -1.098 1.207 0.504
H24 1.980 0.915 -3.180
H25 -1.645 0.401 -5.519
H26 2.638 2.298 1.021
H27 -0.245 2.758 -1.038
H28 -1.324 1.594 -4.238
H29 0.372 1.951 -2.456
H30 -0.418 -7.171 2.307
H31 -3.974 4.308 0.152
H32 1.002 3.590 -2.001
H33 0.021 0.713 -4.982
H34 -1.463 3.526 2.944
H35 -3.269 -0.822 -3.899
H36 2.611 1.351 4.781
H37 0.381 1.512 5.825
H38 -5.707 2.430 1.963
H39 -3.538 2.984 -0.944
H40 0.930 2.720 1.002
H41 -3.082 4.236 3.112
H42 -2.534 -5.909 1.727
H43 3.334 -1.317 -4.206

Atom charges from the Löwdin analysis, given in e for atoms 1 to 4: 1.824, 0.829, 0.482, -0.095

=====

4.
The following is a DFT calculation (ωB97M-V/def2-TZVPD) of 6 unconnected molecules or ions with the total composition C11H26B2O22S5.

The calculation puts the HOMO-LUMO gap at 9.122 eV. Its spin multiplicity is 1. For the HOMO energy, the calculation gives -8.92 eV. The SMILES is O=S1(=O)OCCO1.O=S1(=O)OCCO1.O=S1(=O)OCCO1.O=S1(=O)OCCO1.O=S1(=O)OCCO1.BB(O)OC. As for the LUMO energy: 0.2 eV.

Geometry (Å):
S1 6.262 2.086 4.362
S2 -8.930 -0.344 -2.467
S3 0.229 2.462 -0.246
S4 5.647 0.081 1.081
S5 -4.274 -5.243 -2.290
O1 5.812 0.466 -0.472
O2 -1.034 1.818 -0.287
O3 6.986 0.915 5.195
O4 -9.365 -0.512 -3.805
O5 1.378 1.350 -0.410
O6 -9.213 0.829 -1.722
O7 -9.400 -1.612 -1.600
O8 -3.794 -4.739 -3.734
O9 -2.860 0.316 -1.660
O10 0.541 3.562 -1.087
O11 7.227 2.740 3.561
O12 -3.062 -4.628 -1.439
O13 0.558 2.883 1.267
O14 6.963 -0.828 1.211
O15 -7.351 -0.628 -2.408
O16 -4.190 -6.656 -2.258
O17 -2.976 2.679 -1.140
O18 -5.459 -4.549 -1.933
O19 5.035 1.569 3.873
O20 5.907 3.036 5.616
O21 5.819 1.244 1.867
O22 4.506 -0.757 1.211
C1 -2.693 -3.830 -3.597
C2 2.329 1.489 0.657
C3 -7.076 -1.592 -1.385
C4 -2.467 3.629 -2.091
C5 6.056 2.297 6.830
C6 7.185 1.326 6.551
C7 7.447 -1.157 -0.096
C8 7.096 0.045 -0.947
C9 -1.996 -4.260 -2.324
C10 1.513 1.974 1.833
C11 -8.290 -2.493 -1.376
B1 -4.808 1.821 -2.800
B2 -3.474 1.551 -1.809
H1 -1.547 4.051 -1.671
H2 7.802 0.863 -0.792
H3 5.118 1.770 7.026
H4 -6.966 -1.060 -0.437
H5 2.122 2.479 2.579
H6 6.275 2.966 7.658
H7 -3.093 -2.817 -3.509
H8 8.515 -1.353 -0.069
H9 3.072 2.233 0.358
H10 6.922 -2.053 -0.437
H11 -2.690 0.154 -0.717
H12 -2.044 -3.887 -4.467
H13 2.821 0.545 0.857
H14 -8.408 -3.021 -0.433
H15 -2.183 3.167 -3.047
H16 8.158 1.816 6.622
H17 7.047 -0.195 -2.006
H18 0.967 1.154 2.305
H19 -3.173 4.457 -2.249
H20 -5.911 1.936 -2.372
H21 -4.572 1.949 -3.966
H22 -8.255 -3.215 -2.194
H23 7.164 0.464 7.213
H24 -6.160 -2.133 -1.605
H25 -1.395 -3.466 -1.889
H26 -1.371 -5.140 -2.489

Atom charges from the natural (NBO) analysis, given in e for atoms 1 to 4: 2.550, 2.545, 2.551, 2.552

=====

5.
The following is a DFT calculation (ωB97M-V/def2-TZVPD) of 2 unconnected molecules or ions with the total composition CH3N2O3S.

As for the relative energy (zero: lowest compared OMol25 entry of this formula, charge and spin): 112.3 kcal/mol. The calculation puts the HOMO-LUMO gap at 7.985 eV. Its spin multiplicity is 1. For the HOMO energy, the calculation gives -4.29 eV. As for the LUMO energy: 3.7 eV. The total charge is -1.

Geometry (Å):
S1 -0.875 1.338 0.163
O1 -1.350 2.536 0.893
O2 -0.570 1.734 -1.234
O3 -2.334 0.341 -0.185
N1 2.227 -0.864 0.651
N2 1.882 -1.125 -0.718
C1 1.155 -1.715 0.201
H1 -2.576 0.108 -1.269
H2 1.952 0.006 0.985
H3 0.488 -2.358 0.512

Atom charges from the natural (NBO) analysis, given in e for atoms 1 to 4: 1.650, -1.013, -1.045, -1.033

=====

6.
The following is a DFT calculation (ωB97M-V/def2-TZVPD) of a molecular structure, C21H22FN4O12S2.

As for the relative energy (zero: lowest compared OMol25 entry of this formula, charge and spin): 26.9 kcal/mol. The calculation puts the HOMO-LUMO gap at 7.020 eV. Its spin multiplicity is 1. For the HOMO energy, the calculation gives -6.31 eV. As for the LUMO energy: 0.7 eV. The total charge is -1.

Geometry (Å):
S1 1.021 -4.952 -1.700
S2 3.767 -5.286 -1.924
F1 4.657 -6.102 0.413
O1 4.592 1.986 -0.685
O2 -5.328 5.428 5.166
O3 -0.012 -4.450 -0.718
O4 -4.424 5.776 3.245
O5 -1.328 2.456 -1.165
O6 0.394 -7.511 -1.074
O7 -0.870 -7.489 -0.465
O8 3.572 -6.504 -2.776
O9 0.956 -4.096 -2.922
O10 4.214 -4.155 -2.790
O11 3.031 3.412 -1.095
O12 -3.404 3.020 -1.102
N1 -2.218 3.258 -0.965
N2 3.457 2.269 -1.017
N3 -4.782 5.044 4.150
N4 2.491 -4.933 -0.882
C1 1.246 1.469 -1.742
C2 -3.628 1.771 2.761
C3 -2.467 6.796 0.203
C4 0.793 -0.889 -1.907
C5 0.369 0.431 -2.027
C6 6.050 -6.893 -1.357
C7 -4.536 3.607 4.009
C8 -4.951 2.741 5.014
C9 5.229 -5.674 -0.821
C10 -2.829 5.533 -0.243
C11 -3.881 3.131 2.879
C12 -1.124 7.119 0.364
C13 2.543 1.175 -1.339
C14 -0.138 6.182 0.074
C15 2.978 -0.143 -1.225
C16 -4.697 1.382 4.887
C17 2.095 -1.175 -1.509
C18 -1.838 4.599 -0.520
C19 0.475 -6.646 -2.199
C20 -0.492 4.914 -0.369
C21 -4.033 0.899 3.764
H1 5.424 -7.812 -1.465
H2 0.908 2.490 -1.836
H3 -3.829 -0.162 3.672
H4 -5.465 3.107 5.893
H5 3.989 -0.376 -0.917
H6 6.822 -7.122 -0.567
H7 -3.561 3.802 2.091
H8 1.196 -7.130 -2.918
H9 -0.844 8.105 0.718
H10 5.840 -4.773 -0.579
H11 2.419 -2.206 -1.419
H12 6.615 -6.670 -2.297
H13 -3.112 1.390 1.887
H14 -3.878 5.294 -0.364
H15 0.107 -1.701 -2.122
H16 -0.642 0.647 -2.339
H17 -5.013 0.698 5.665
H18 0.285 4.191 -0.588
H19 -1.394 -6.725 -0.761
H20 -0.489 -6.525 -2.764
H21 0.908 6.438 0.198
H22 -3.231 7.529 0.429

Atom charges from the natural (NBO) analysis, given in e for atoms 1 to 4: 2.137, 2.130, -0.370, -0.384